Molecular formula: C8H10N2O2
Method: DFT, wB97M-V/def2-TZVPD

The value obtained for the HOMO energy is -8.9 eV. As for the SMILES: C#C[C@@H]1C[C@@H]1N.Oc1ncco1. For the frontier orbital gap, the calculation gives 9.3 eV.

Geometry as ORCA input:
```
! wB97M-V def2-TZVPD RIJCOSX def2/J DEFGRID3
* xyz 0 1
C -3.435 -0.503 -0.055
C -2.169 0.902 -0.960
C -3.035 1.590 -0.175
C 1.183 -0.343 0.090
C 1.655 -0.264 1.492
C 2.208 0.696 0.419
C 3.519 0.480 -0.093
C 4.605 0.153 -0.496
H -4.864 -1.226 0.865
H -1.433 1.296 -1.636
H -3.252 2.625 0.047
H 0.890 -2.167 -0.816
H 1.951 -1.152 -1.601
H 0.186 0.088 -0.128
H 2.307 -1.042 1.889
H 1.003 0.208 2.216
H 1.892 1.729 0.442
H 5.575 -0.212 -0.780
N -2.384 -0.473 -0.781
N 1.634 -1.489 -0.678
O -4.179 -1.551 0.293
O -3.855 0.658 0.446
*
```